Entry 1:
Entry from OMol25: a cluster of 4 separate species, C4H16O3 in total (wB97M-V/def2-TZVPD).

The calculation puts the relative energy (zero: lowest compared OMol25 entry of this formula, charge and spin) at 0.762 eV. As for the structure (SMILES): CCCC.O.O.O. The value obtained for the HOMO energy is -11.00 eV. The calculation puts the LUMO energy at 0.619 eV. As for the total energy: -387.6948 Eh.

```
23
C4H16O3 | OMol25 | wB97M-V/def2-TZVPD
O 4.682 -2.818 -0.012
O 0.871 1.147 -2.714
O -3.237 -0.375 -1.800
C -1.143 1.738 2.171
C 0.648 -0.932 0.120
C -0.598 -0.219 0.632
C -0.293 1.245 1.025
H 1.248 -0.409 -0.624
H -0.740 1.327 3.107
H -2.178 1.431 2.162
H -0.449 1.808 0.096
H 4.771 -1.888 -0.231
H -0.938 -0.777 1.514
H 0.752 1.334 1.177
H 0.489 0.309 -2.421
H -1.111 2.810 2.278
H 1.245 -1.143 0.976
H 3.963 -3.131 -0.563
H 0.446 -1.936 -0.275
H -3.976 0.178 -2.060
H -1.442 -0.254 -0.040
H -3.487 -0.719 -0.928
H 0.477 1.273 -3.589
```

---

Entry 2:
Entry from OMol25: a cluster of 15 separate species, C5H39NO14 in total (wB97M-V/def2-TZVPD).

The calculation puts the relative energy (zero: lowest compared OMol25 entry of this formula, charge and spin) at 2.646 eV. The value obtained for the HOMO energy is -8.55 eV. The calculation puts the LUMO energy at 0.188 eV. As for the total energy: -1322.0169 Eh.

```
59
C5H39NO14 | OMol25 | wB97M-V/def2-TZVPD
O 3.793 0.885 -1.515
O 3.465 1.283 1.129
O -2.080 4.040 -1.354
O -0.672 -1.316 -3.157
O -4.581 -0.262 0.495
O 0.796 -3.027 -1.702
O -1.759 -2.238 -1.065
O 2.383 -1.613 0.059
O 2.662 -0.915 2.465
O -3.030 1.907 -0.074
O 0.950 3.046 -1.657
O 2.970 -4.234 -0.737
O -3.156 -0.062 -2.062
O 1.321 0.402 -2.154
N -0.511 2.130 1.662
C -0.754 0.047 2.840
C -0.280 0.718 1.777
C -0.545 -1.451 3.093
C 0.123 0.105 0.458
C -1.403 0.786 4.022
H 2.196 0.084 -1.848
H -0.411 -0.771 -2.396
H 1.540 3.155 -0.893
H 2.892 -5.091 -0.353
H -1.619 -1.186 -3.303
H 3.225 0.331 1.133
H -3.081 2.681 -0.665
H -1.132 3.878 -1.295
H -0.547 2.543 2.593
H -0.279 -1.619 4.138
H -2.313 -1.421 -1.328
H -1.515 -1.903 2.881
H -0.664 0.444 -0.217
H -0.758 1.581 4.398
H 0.186 2.650 1.145
H 2.033 -1.069 1.742
H 4.570 0.336 -1.750
H 3.048 -2.121 0.519
H 3.881 1.049 -0.542
H 0.845 -3.142 -2.668
H -4.982 -0.304 1.371
H 2.086 -3.860 -0.916
H 0.319 -1.809 2.558
H -2.258 4.244 -2.299
H 2.018 -2.159 -0.658
H 0.075 -0.963 0.625
H -3.896 0.418 0.511
H -2.162 2.001 0.380
H 2.136 -0.469 3.178
H -2.023 -2.346 -0.144
H -0.164 -2.894 -1.507
H -2.320 1.224 3.621
H 0.829 2.047 -1.727
H 1.099 0.318 0.058
H 2.685 1.751 1.291
H -4.034 -0.015 -2.469
H 1.425 0.502 -3.136
H -1.575 -0.002 4.747
H -3.172 0.702 -1.457
```

---

Entry 3:
Entry from OMol25: a structure of composition C6H9NO (wB97M-V/def2-TZVPD).

The calculation puts the relative energy (zero: lowest compared OMol25 entry of this formula, charge and spin) at 5.728 eV. The value obtained for the HOMO energy is -7.85 eV. The calculation puts the LUMO energy at -0.370 eV. As for the total energy: -363.8137 Eh.

```
17
C6H9NO | OMol25 | wB97M-V/def2-TZVPD
O -0.058 -1.385 0.918
N -0.756 0.881 1.853
C -0.574 1.394 -1.369
C -0.510 -2.086 -1.629
C 1.513 0.891 1.072
C -0.473 -1.030 -0.857
C -0.404 0.322 -0.598
C 0.083 0.400 0.969
H 1.556 1.943 0.786
H -1.646 0.382 1.824
H -0.521 -1.536 1.756
H 2.182 0.340 0.410
H -0.341 -1.952 -2.696
H 1.852 0.826 2.107
H -0.515 -3.093 -1.231
H -0.395 2.378 -0.948
H -0.993 1.326 -2.366
```

---

Gap between HOMO and LUMO in eV, matching the order above: 11.617, 8.734, 7.480
Strongest force on any atom in eV/A, matching the order above: 2.202, 2.471, 2.715
Molecular weight in g/mol, matching the order above: 112.17, 337.36, 111.14